[1]
{
  "formula": "C22H28BBr42F9N2OPS",
  "method": "the ωB97M-V functional and the def2-TZVPD basis",
  "total_charge": 1,
  "elements": ["H", "F", "Br", "Br", "Br", "C", "H", "Br", "Br", "H", "S", "C", "H", "H", "Br", "Br", "C", "H", "Br", "H", "Br", "Br", "F", "Br", "Br", "H", "Br", "C", "H", "Br", "C", "N", "H", "H", "Br", "Br", "Br", "H", "F", "C", "H", "P", "H", "F", "C", "H", "F", "H", "O", "Br", "H", "Br", "Br", "Br", "C", "C", "Br", "Br", "C", "Br", "C", "Br", "Br", "H", "C", "Br", "Br", "C", "H", "F", "H", "H", "Br", "C", "H", "F", "C", "C", "F", "C", "B", "Br", "Br", "F", "H", "Br", "C", "Br", "Br", "H", "C", "Br", "H", "C", "Br", "C", "N", "Br", "Br", "Br", "H", "H", "C", "H", "Br", "Br", "Br"],
  "coordinates": [[-3.611, -1.831, 3.769], [-2.952, -2.231, -3.800], [12.641, -4.820, -4.105], [-0.688, 5.109, 4.055], [-6.326, 6.047, 8.467], [2.845, 7.724, 4.063], [-1.418, -0.834, 1.024], [-3.156, 2.181, -7.512], [9.110, -4.522, -7.737], [6.856, -3.741, -8.372], [-3.507, 2.882, 3.819], [-2.166, -1.313, 1.647], [-2.746, -0.455, 4.479], [-4.394, -0.296, 3.936], [-2.367, 7.348, 5.551], [7.546, -1.869, -6.928], [-3.060, 1.626, -1.105], [3.700, 8.375, 3.969], [0.554, 3.044, 9.319], [10.909, -3.739, -5.490], [9.940, -3.380, -3.248], [-1.516, 4.629, -6.306], [-3.691, 0.509, -3.101], [7.004, 1.247, -13.881], [-0.024, 8.893, -4.149], [-5.018, -1.282, 0.590], [-0.325, -3.538, 4.541], [-1.152, -0.686, -3.637], [-5.181, 1.874, 1.523], [-0.207, -2.826, 10.733], [7.796, -3.221, -8.268], [-2.939, -0.272, 2.379], [-1.962, 8.167, -5.495], [-3.159, 3.872, 1.184], [3.637, -3.142, -7.318], [-1.680, -8.000, 3.795], [5.826, -1.627, -14.568], [0.262, -9.439, 4.268], [-0.711, -0.185, -1.344], [-1.443, 0.222, -2.414], [-1.472, -5.398, 5.681], [-3.114, 2.709, 1.966], [-3.024, 2.475, -1.775], [-3.340, -0.718, -1.312], [-1.104, 8.776, -5.736], [-1.659, -1.942, 2.355], [-1.014, 1.468, -2.778], [2.081, -3.053, -5.403], [-5.160, -0.670, 1.316], [-0.344, -9.809, 0.730], [7.457, -0.946, -12.847], [1.385, -7.584, 3.103], [-7.009, 5.121, 5.500], [8.210, -2.455, -9.979], [-1.609, -4.327, 5.736], [1.380, -2.260, 9.804], [-4.737, 3.631, 7.154], [1.379, 8.591, 3.160], [-4.392, 1.693, -0.363], [2.480, 7.509, 5.935], [-1.685, 6.740, 3.864], [2.372, -0.967, 10.826], [0.454, -7.837, 6.138], [-2.191, 1.627, -0.460], [-0.381, 1.642, 10.245], [-1.148, 2.261, 11.891], [-3.089, 6.589, 2.545], [-1.640, -2.154, -3.534], [0.350, 0.890, 10.492], [-0.965, -2.899, -4.424], [-1.882, 2.119, 1.686], [1.060, -1.774, 8.894], [1.679, -12.223, 0.314], [-5.638, 5.301, 6.840], [-1.840, 2.343, -5.435], [-1.641, -0.118, -4.771], [11.355, -3.462, -4.548], [-2.928, 0.398, -1.988], [-1.401, -2.633, -2.296], [-3.437, -0.756, 3.702], [-4.090, 0.109, 1.636], [-1.757, 10.496, -6.282], [2.475, -3.753, 9.297], [0.201, -0.712, -3.742], [-0.995, 7.488, 3.504], [3.298, 6.055, 3.225], [6.544, -0.488, -13.196], [-1.291, -3.791, 7.550], [1.718, -0.808, -6.401], [-5.019, 0.861, -0.663], [0.132, -8.368, 4.318], [-1.703, 0.797, 9.123], [-4.941, 2.590, -0.608], [0.984, -10.590, -0.417], [2.379, -9.328, -0.804], [-2.512, 3.034, -5.921], [-4.273, 1.589, 1.145], [-3.436, -3.972, 5.186], [-3.951, 3.388, -4.681], [3.990, -1.824, -4.435], [-4.904, 5.990, 6.451], [0.501, -10.832, -1.351], [2.753, -2.321, -5.822], [-2.800, -1.936, 1.018], [12.186, -1.747, -4.797], [5.356, -0.362, -11.690], [-0.165, 7.891, -7.163]],
  "lowdin_charge": [-0.004, 0.185, 0.576, 0.550, 0.599, -1.626, 0.078, 0.614, 0.606, -0.047, 0.259, -0.022, 0.095, 0.084, 0.627, 0.562, -0.054, -0.028, 0.572, -0.096, 0.551, 0.583, 0.115, 0.580, 0.565, 0.126, 0.592, -0.329, 0.154, 0.551, -1.640, -0.100, -0.040, -0.020, 0.583, 0.566, 0.577, -0.028, 0.149, -0.328, -0.089, 0.409, 0.112, 0.112, -1.659, 0.043, 0.141, -0.034, 0.217, 0.542, -0.053, 0.560, 0.558, 0.581, -1.604, -1.651, 0.537, 0.620, -0.099, 0.587, -1.621, 0.625, 0.602, 0.113, -1.660, 0.594, 0.568, -0.510, -0.120, 0.182, 0.011, -0.040, 0.588, -1.652, -0.060, 0.139, -1.664, -0.426, 0.174, -0.074, -0.697, 0.589, 0.587, 0.095, -0.127, 0.571, -1.666, 0.580, 0.612, 0.129, -1.643, 0.539, 0.139, -1.646, 0.568, -1.647, -0.113, 0.628, 0.588, 0.578, -0.088, -0.031, -1.637, 0.088, 0.572, 0.542, 0.551]
}

[2]
{
  "formula": "C3H8NO",
  "method": "the ωB97M-V functional and the def2-TZVPD basis",
  "total_charge": 1,
  "e_above_lowest_ev": 0.618,
  "elements": ["N", "H", "H", "H", "O", "H", "H", "H", "C", "C", "C", "H", "H"],
  "coordinates": [[-0.448, 0.513, 1.929], [1.247, -1.523, -1.940], [-0.049, 1.232, 2.521], [-1.777, -0.992, 1.732], [0.549, -0.629, -0.318], [-2.222, 0.231, 3.025], [0.064, -0.012, 1.194], [1.107, 0.674, -3.282], [0.595, 0.609, -2.328], [-1.520, -0.078, 2.261], [0.875, -0.601, -1.485], [0.881, 1.443, -1.704], [-0.489, 0.693, -2.443]],
  "lowdin_charge": [0.203, 0.133, 0.164, 0.127, -0.009, 0.124, 0.085, 0.087, -0.022, 0.157, -0.232, 0.083, 0.099]
}

[3]
{
  "formula": "C54H46Br2ClN4O10PSrTe2",
  "method": "the ωB97M-V functional and the def2-TZVPD basis",
  "total_charge": -2,
  "e_above_lowest_ev": 0.989,
  "elements": ["C", "N", "H", "H", "C", "C", "C", "H", "Te", "C", "Br", "C", "C", "H", "C", "C", "H", "N", "H", "C", "O", "H", "C", "C", "C", "O", "N", "H", "C", "H", "C", "C", "H", "Br", "C", "H", "H", "H", "C", "C", "C", "C", "C", "C", "O", "H", "H", "C", "C", "C", "O", "C", "H", "C", "H", "C", "C", "C", "C", "N", "H", "H", "Cl", "O", "H", "H", "C", "C", "H", "C", "P", "O", "H", "O", "C", "H", "C", "O", "C", "H", "C", "C", "H", "H", "O", "H", "C", "H", "H", "C", "H", "Sr", "H", "C", "C", "H", "H", "H", "C", "H", "H", "C", "C", "C", "H", "H", "O", "C", "H", "C", "C", "C", "H", "H", "H", "H", "Te", "H", "C", "C", "H"],
  "coordinates": [[-0.975, 4.824, -4.925], [2.751, -3.916, -0.672], [-0.670, -1.061, -4.866], [-4.124, -3.731, 0.979], [2.111, 0.601, 5.199], [0.245, -1.748, 2.566], [-3.096, 4.047, 1.507], [1.100, -6.229, 3.751], [-3.330, 0.003, -0.099], [2.334, -4.542, 0.533], [-2.346, -2.355, 3.586], [-0.174, 1.085, 4.627], [0.492, 3.040, 0.546], [0.317, -3.876, 0.246], [4.397, -1.427, 2.919], [-2.857, 2.720, 1.170], [-0.492, -4.983, 2.311], [-1.170, 1.820, -1.531], [0.483, 3.747, -3.763], [-0.533, 4.120, -3.814], [3.952, -2.590, -4.910], [-5.281, -2.850, -0.022], [0.555, -5.058, 2.038], [3.243, -5.206, 1.336], [0.196, -2.909, 4.745], [4.828, -4.520, -4.259], [2.351, -0.980, 1.795], [-0.474, 7.846, 0.331], [-1.737, -2.945, -4.888], [-1.064, 0.111, -2.750], [2.792, -5.818, 2.497], [-0.233, 3.768, -0.487], [-6.085, 4.447, -0.036], [2.379, -3.722, 6.360], [-3.769, 2.013, 0.401], [-3.365, -0.437, -2.773], [-3.393, -5.068, -1.008], [3.390, -1.795, -4.507], [1.448, -5.755, 2.842], [3.448, -4.383, -1.730], [0.752, 0.397, 5.397], [0.537, 7.429, 0.339], [-3.143, 5.059, -3.915], [0.525, 5.926, 0.402], [3.264, 3.657, 2.654], [-0.299, 5.000, -5.753], [0.416, -0.324, 6.131], [1.557, -2.891, 4.848], [-1.723, 0.993, -2.615], [4.145, -3.545, -4.019], [2.692, -0.654, -3.736], [-3.120, 0.468, -2.220], [-5.660, 2.086, -0.618], [-3.928, -4.123, -1.122], [-3.372, 4.157, -1.970], [-1.398, 3.879, -2.754], [-0.195, 5.166, -0.506], [1.271, 5.226, 1.355], [0.995, -4.438, 0.880], [2.309, -2.679, -0.892], [-2.624, 5.846, -5.843], [-1.936, 2.238, 1.463], [4.046, -5.982, -1.738], [-0.822, -2.016, -1.794], [-1.234, 0.904, 4.758], [4.292, -5.225, 1.063], [-4.938, 2.636, -0.025], [1.260, 3.851, 1.447], [5.474, -1.306, 2.940], [-2.280, 5.297, -4.976], [-1.690, -3.147, -2.237], [-2.403, -2.738, -3.630], [-1.760, 1.515, -3.575], [0.512, 1.782, 0.639], [3.649, -0.847, 1.865], [1.895, 5.771, 2.058], [-0.441, -2.337, 3.640], [-0.296, -1.270, 1.538], [-5.177, 3.964, 0.306], [-4.441, 5.708, 1.322], [3.464, -3.400, -2.701], [0.263, 1.980, 3.664], [-0.073, -2.243, -6.041], [4.936, 0.746, 1.207], [1.645, -0.292, -1.798], [3.598, 1.669, 4.063], [-4.256, 4.671, 1.072], [-2.354, 4.592, 2.079], [-2.480, -2.672, -5.640], [2.319, -0.986, -2.578], [-1.517, -4.012, -4.984], [-0.356, -0.122, -0.554], [2.833, 0.042, 5.783], [2.350, -2.258, 3.855], [3.755, -2.124, 3.899], [3.580, 0.370, 0.119], [-0.450, 2.524, 3.068], [-4.538, -4.187, -2.028], [2.543, 1.500, 4.237], [4.306, -2.571, 4.717], [-3.858, 1.243, -2.427], [2.130, 3.235, 2.506], [-2.706, 4.348, -2.806], [-4.761, -3.801, 0.096], [0.292, -2.436, -4.329], [4.985, -0.701, 0.192], [-2.974, -3.072, -1.281], [1.696, -1.669, 2.753], [-0.758, 5.684, -1.278], [4.327, -0.058, 0.784], [-0.945, 3.077, -1.572], [-0.477, -2.122, -5.034], [3.497, -6.328, 3.142], [-4.161, 5.428, -3.951], [1.045, 7.800, -0.556], [1.056, 7.848, 1.203], [-0.741, -5.306, -2.375], [-5.500, -4.589, 0.260], [1.619, 2.195, 3.460], [2.714, -2.345, -2.092], [-0.402, -3.380, 5.515]],
  "lowdin_charge": [-0.082, -0.069, 0.075, 0.061, -0.080, -0.462, -0.072, 0.098, 1.396, -0.205, 0.709, -0.062, -0.338, 0.073, -0.026, -0.134, 0.107, -0.100, 0.131, -0.017, 0.079, 0.050, -0.065, -0.047, -0.225, 0.031, 0.208, 0.067, -0.317, 0.061, -0.089, -0.070, 0.094, 0.680, -0.526, 0.040, 0.048, 0.077, -0.092, -0.587, -0.086, -0.075, -0.084, -0.284, 0.070, 0.099, 0.103, -0.660, -0.310, -0.528, -0.006, -0.396, 0.092, -0.318, 0.108, -0.196, -0.002, 0.007, -0.033, 0.195, 0.092, 0.078, 0.763, -0.529, 0.102, 0.100, -0.159, -0.076, 0.105, -0.105, 0.070, -0.305, 0.121, -0.159, -0.330, 0.118, -0.625, -0.243, -0.115, 0.095, -0.048, -0.015, 0.081, 0.075, -0.148, 0.114, -0.100, 0.109, 0.108, -0.589, 0.052, 1.334, 0.104, -0.226, -0.057, 0.072, 0.096, 0.116, -0.020, 0.072, 0.042, -0.286, -0.020, -0.086, 0.060, 0.079, -0.345, -0.139, 0.118, -0.023, -0.201, -0.075, 0.096, 0.097, 0.070, 0.065, 0.408, 0.071, -0.135, -0.131, 0.088]
}

[4]
{
  "formula": "C4H14N3",
  "method": "the ωB97M-V functional and the def2-TZVPD basis",
  "total_charge": 1,
  "e_above_lowest_ev": 0.620,
  "elements": ["C", "C", "N", "H", "H", "H", "H", "C", "H", "H", "C", "H", "H", "N", "H", "H", "H", "H", "H", "H", "N"],
  "coordinates": [[1.183, -2.371, 1.439], [0.405, -0.067, 0.977], [0.229, 0.153, 2.281], [-2.771, 1.312, -2.640], [0.819, -1.442, -0.466], [1.225, -3.279, 0.849], [-0.203, 1.722, 0.407], [-0.680, 1.468, -2.896], [0.641, 0.879, -0.804], [0.361, -2.529, 2.269], [-1.953, 1.049, -2.097], [-1.952, 1.643, -1.140], [-0.539, 2.520, -2.881], [0.840, -1.249, 0.559], [2.203, -2.218, 1.895], [0.211, 1.075, -2.358], [-2.000, -0.052, -1.932], [-0.121, 1.032, 2.600], [-0.648, 0.982, -3.859], [0.263, -0.602, 2.918], [0.185, 0.880, 0.103]],
  "lowdin_charge": [-0.046, -0.446, 0.233, 0.024, 0.184, 0.088, 0.115, -0.136, 0.104, 0.129, -0.145, 0.066, 0.062, 0.032, 0.114, 0.026, 0.080, 0.134, 0.072, 0.097, 0.214]
}

| no. | LUMO level (Eh) | Kohn-Sham gap (eV) |
| --- | --- | --- |
| 1 | -0.1109 | 8.1 |
| 2 | -0.1897 | 9.2 |
| 3 | 0.1223 | 6.0 |
| 4 | -0.1107 | 11.8 |